Entry 1:
Below is a 3-piece molecular cluster, C20H32O11S2 overall, with properties calculated with ωB97M-V/def2-TZVPD.

Geometry as XYZ:
```
65
Properties=species:S:1:pos:R:3:forces:R:3
O 0.438179 1.464115 2.370028 -0.145 -0.128 -0.107
S 0.678890 0.128075 1.922000 0.569 -0.153 0.253
O 1.633811 -0.692123 2.616962 -0.286 0.144 -0.123
O -0.730329 -0.595624 1.913831 -0.046 0.006 0.130
C 1.102136 0.101407 0.210510 -0.023 0.587 -0.135
C 2.387233 0.909652 -0.053361 0.160 -0.184 0.233
C 3.546390 0.128579 -0.702187 -0.219 0.331 -0.110
C 3.154576 -0.921910 -1.718865 0.728 -0.243 -0.301
O 4.403479 -1.646092 -2.014157 -0.325 0.100 0.408
S 4.206004 -2.343497 -3.406594 -0.009 0.005 -0.324
O 5.471410 -2.614757 -3.975305 -0.114 0.034 -0.039
O 3.193930 -3.343909 -3.311755 0.157 0.032 0.030
O 3.565452 -1.054109 -4.091212 0.133 0.033 0.028
C 2.633829 -0.486499 -3.141070 -0.666 -0.181 0.188
C 2.417526 0.993726 -3.465004 -0.014 0.020 -0.174
C 0.947598 1.331122 -3.631984 0.114 0.074 0.145
C 0.306790 2.244346 -2.802574 0.116 -0.020 0.007
C -1.044685 2.527014 -2.961785 0.068 0.122 0.172
C -1.767406 1.900217 -3.958243 -0.195 -0.043 -0.143
C -1.134674 0.997181 -4.802655 -0.028 -0.125 -0.120
C 0.211906 0.716783 -4.640642 0.008 -0.096 -0.041
H -0.620780 -1.511302 1.602444 -0.088 0.056 -0.109
H 1.162532 -0.953048 -0.041638 -0.028 0.056 -0.081
H 0.261497 0.551503 -0.322480 -0.021 -0.264 0.018
H 2.127320 1.781430 -0.651971 -0.001 -0.115 -0.016
H 2.763816 1.314690 0.890483 -0.016 -0.005 -0.096
H 4.198753 0.851854 -1.201571 0.088 -0.119 0.107
H 4.146626 -0.359828 0.068922 -0.135 -0.086 -0.076
H 2.473015 -1.678717 -1.332706 -0.017 0.163 0.121
H 1.681415 -1.005240 -3.285909 0.106 0.021 -0.030
H 2.924278 1.171838 -4.418490 0.027 0.054 0.129
H 2.871971 1.651187 -2.723753 0.056 -0.050 -0.075
H 0.878152 2.748093 -2.030153 -0.085 0.025 -0.024
H -1.528302 3.242828 -2.305945 0.051 -0.054 -0.035
H -2.821995 2.121569 -4.089725 0.091 -0.014 0.014
H -1.691489 0.506193 -5.595484 0.050 0.078 0.062
H 0.709380 0.013670 -5.303790 -0.091 0.037 0.019
O -0.468539 1.226672 9.537226 0.018 0.004 0.039
C -0.390282 1.322148 8.343958 0.046 -0.088 -0.044
O -1.472562 1.005706 7.602253 -0.052 0.093 0.032
C -1.538587 1.244395 6.190677 0.015 -0.013 -0.112
C -0.921162 0.124752 5.383515 0.050 -0.101 0.121
C 0.895191 1.717427 7.653380 -0.057 0.182 0.014
H -1.096219 2.210209 5.944633 0.013 0.002 0.011
H -2.604511 1.321462 5.981655 -0.006 -0.021 0.027
H 0.146465 0.026022 5.579558 0.011 0.039 -0.044
H -1.050309 0.315996 4.320623 -0.042 0.026 0.003
H -1.394177 -0.826214 5.631550 -0.035 0.019 -0.007
H 1.481716 0.815364 7.480777 0.003 -0.016 -0.020
H 1.449148 2.364811 8.327462 0.013 -0.066 0.049
H 0.759807 2.229395 6.704901 0.003 -0.062 -0.033
O -0.983525 -1.939325 -0.583565 0.066 -0.190 0.213
C -2.062435 -2.069815 -1.107549 -0.074 0.142 -0.089
O -2.390083 -1.192681 -2.063477 0.085 -0.068 -0.063
C -3.563431 -1.317725 -2.878641 -0.133 0.017 -0.070
C -4.779343 -0.700638 -2.222944 0.057 0.010 0.090
C -3.043661 -3.129825 -0.678145 0.085 -0.104 -0.109
H -3.726588 -2.359842 -3.154552 0.008 -0.009 0.032
H -3.308165 -0.781217 -3.790801 0.024 0.013 0.028
H -5.046770 -1.216452 -1.300541 -0.017 -0.028 -0.021
H -5.632719 -0.747718 -2.899403 -0.001 0.000 -0.015
H -4.584644 0.343701 -1.979659 -0.001 0.010 -0.021
H -3.646485 -2.727335 0.136297 -0.024 0.011 0.001
H -2.479903 -3.980270 -0.304582 0.017 0.042 0.062
H -3.706455 -3.469417 -1.468774 -0.040 0.055 0.017
```
Forces are in eV/Å.

Its SMILES is O=S(=O)(O)CCC[C@@H]1OS(=O)(=O)O[C@@H]1Cc1ccccc1.CCOC(C)=O.CCOC(C)=O. The calculation puts the HOMO energy at -9.860 eV.


Entry 2:
Below is C8H15CrF9N5O19S3 as an isolated structure, with properties calculated with ωB97M-V/def2-TZVPD.

Geometry as XYZ:
```
60
Properties=species:S:1:pos:R:3:forces:R:3
Cr 8.820610 -28.682660 -12.474100 -0.048 0.060 -0.099
C 13.283170 -24.340680 -10.068260 -2.886 -1.065 -0.459
F 13.358430 -23.368940 -9.174390 0.915 -0.543 0.442
F 13.563870 -23.825890 -11.250950 0.631 -0.511 0.038
F 13.985240 -25.466660 -9.792260 -0.105 1.761 -0.111
S 11.389530 -24.835670 -10.059590 0.692 0.337 -1.419
O 11.180240 -25.953200 -11.009960 0.324 1.407 0.844
O 11.106200 -25.237810 -8.716530 -0.021 -0.520 0.941
O 10.689060 -23.599540 -10.391440 0.453 -0.850 -0.264
C 5.495180 -24.816150 -16.321530 1.701 1.616 2.149
F 5.131710 -23.539940 -16.752610 0.433 -2.014 0.163
F 4.461780 -25.309960 -15.620600 -0.144 -0.206 -1.111
F 5.837320 -25.581330 -17.369600 -0.867 0.449 0.388
S 6.988740 -24.736750 -14.997020 1.919 1.619 2.574
O 8.139500 -24.157360 -15.655330 -0.426 0.185 -1.681
O 6.606460 -23.866190 -13.860100 -1.300 -0.907 -1.707
O 7.278400 -26.086160 -14.556180 -1.335 -0.788 -0.774
C 5.311050 -27.042070 -7.437460 0.267 1.465 1.767
F 6.472630 -26.979020 -6.701720 -0.957 -1.007 -1.733
F 4.780220 -28.277330 -7.484360 0.883 1.317 0.006
F 4.503630 -26.228790 -6.672510 -0.011 -0.909 -1.579
S 5.560220 -26.331250 -9.229960 1.469 -0.432 0.580
O 4.293490 -26.292700 -9.858310 -0.734 -0.238 0.007
O 6.146410 -24.970900 -9.100950 -0.118 -1.095 0.295
O 6.589470 -27.208790 -9.801670 -0.810 0.926 0.652
C 8.728440 -35.241750 -13.935360 -1.420 -0.487 -0.333
N 9.468410 -34.174510 -13.185250 -1.882 -0.198 0.002
O 8.932110 -33.071790 -13.086670 1.144 -1.406 -0.270
O 10.457140 -34.577460 -12.633970 1.227 0.535 0.461
H 8.724470 -36.226650 -13.468390 0.673 0.389 0.778
H 9.116650 -35.470970 -14.927770 0.080 0.886 -0.031
H 7.679200 -34.947060 -13.916620 0.193 0.271 -0.602
C 7.955690 -29.888260 -18.705460 0.490 -0.639 0.302
N 8.732610 -30.426100 -17.544960 0.354 1.831 2.265
O 8.682640 -29.830850 -16.466600 -0.586 -0.441 -1.445
O 9.475250 -31.353000 -17.729560 0.300 -1.120 -0.842
H 7.194600 -29.205470 -18.327770 0.131 -0.221 -0.219
H 7.627510 -30.793490 -19.216290 -0.418 0.364 -0.076
H 8.716590 -29.410480 -19.322590 -0.245 0.211 0.029
C 2.868470 -29.869300 -14.035320 -1.538 1.933 -0.804
N 4.146450 -30.535040 -14.058030 0.206 -3.742 1.304
O 5.085840 -29.893450 -13.654330 -0.129 -0.532 -0.788
O 4.133160 -31.785960 -14.313540 0.408 2.969 0.109
H 1.931250 -30.416430 -14.137180 0.742 -0.911 0.194
H 2.882300 -29.232340 -14.919740 0.073 0.362 0.107
H 2.816090 -29.227880 -13.155580 0.245 -0.087 -0.133
C 12.677630 -30.579690 -8.207620 -0.201 -0.390 -1.426
N 11.200070 -30.340380 -8.380220 -2.179 -1.489 0.602
O 10.769340 -30.261510 -9.531450 1.213 0.355 1.674
O 10.466610 -30.424290 -7.385840 1.083 0.511 -0.850
H 12.791990 -31.389820 -8.927840 0.568 0.586 -0.621
H 13.095940 -31.055880 -7.320850 -0.982 0.873 0.702
H 13.103550 -29.620070 -8.500560 0.505 -0.468 -0.029
C 14.616380 -30.660710 -15.245670 0.877 -0.147 0.583
N 14.007210 -30.163710 -13.951240 -0.753 -1.147 0.147
O 12.809900 -30.218750 -13.855310 -0.781 0.175 -0.738
O 14.708950 -29.893880 -13.006590 1.427 0.474 -0.110
H 15.074370 -29.834270 -15.789140 -0.558 0.083 -0.051
H 13.897120 -31.274770 -15.787600 -0.089 0.598 0.068
H 15.456650 -31.285960 -14.943850 -0.103 -0.039 0.129
```
Forces are in eV/Å.

Its net charge is -1. The calculation puts the HOMO energy (spin up / spin down) at -2.429 / -5.236 eV. Its multiplicity is 9. As for the expectation value of S²: 20.032.


Entry 3:
Below is a 10-piece molecular cluster, C20H30N10 overall, with properties calculated with ωB97M-V/def2-TZVPD.

Geometry as XYZ:
```
60
Properties=species:S:1:pos:R:3:forces:R:3
C -2.772808 -3.391433 2.634966 0.744 0.167 0.728
C -2.899758 -3.125023 4.086276 0.230 -1.265 -2.999
N -2.965658 -2.849713 5.178706 -0.183 0.548 2.433
H -3.356148 -4.225923 2.245826 -0.633 0.537 0.226
H -1.752908 -3.698193 2.402996 0.210 0.293 0.249
H -2.920528 -2.401633 2.203006 -0.336 -0.375 -0.640
C -0.949728 -3.715503 -2.032434 -0.223 0.486 0.228
C -0.938068 -5.027453 -2.666384 0.075 -2.506 -0.424
N -0.915248 -6.122993 -3.073904 -0.070 2.509 0.750
H -1.738008 -3.622723 -1.285364 -0.243 -0.355 -0.131
H -1.135198 -2.927683 -2.762534 0.255 -0.026 -0.038
H -0.036198 -3.521373 -1.470414 0.214 -0.053 -0.378
C 2.561192 -2.951483 2.483176 -0.912 -0.241 -0.647
C 1.312502 -2.234043 2.147326 -3.185 1.432 0.348
N 0.283622 -1.670663 2.000596 3.428 -1.865 0.300
H 3.053382 -3.139883 1.529056 0.684 0.462 0.259
H 2.343822 -3.959433 2.836576 -0.337 0.128 0.262
H 3.098802 -2.416233 3.265856 0.275 0.011 -0.450
C -0.318648 3.496867 -4.492414 0.155 -0.274 -0.493
C -0.830398 2.287507 -3.796164 0.776 1.968 -1.009
N -1.157638 1.399467 -3.164294 -0.346 -1.035 0.522
H -0.816248 3.750747 -5.428384 -0.724 -0.255 0.307
H 0.688492 3.334217 -4.876214 0.254 -0.214 0.543
H -0.316948 4.381537 -3.855664 -0.047 -0.244 0.137
C -2.952748 0.246687 4.080056 -1.130 1.808 0.569
C -3.535638 1.628307 4.455446 0.224 -0.722 -0.577
N -4.061008 2.610017 4.774216 0.684 -1.061 -0.391
H -2.234368 0.007587 4.864186 -0.179 -0.335 -0.246
H -2.495338 0.189507 3.092326 0.199 0.578 0.183
H -3.818838 -0.413543 4.034316 0.188 -0.183 0.468
C 4.305672 -1.134163 -2.468594 0.107 -0.473 -0.551
C 4.496852 -2.051233 -3.671134 0.520 -1.981 -3.026
N 4.647662 -2.770813 -4.620724 -0.737 3.452 4.613
H 4.354522 -0.064803 -2.673984 0.038 -0.162 -0.760
H 5.083262 -1.273133 -1.717494 0.010 -0.489 -0.136
H 3.329842 -1.274193 -2.003564 0.008 -0.323 -0.119
C 2.989402 2.637797 -2.198394 -0.356 0.342 -0.527
C 2.590662 4.043147 -2.238054 -0.756 3.764 0.412
N 2.312202 5.190797 -2.261804 0.761 -3.725 -0.001
H 4.078252 2.593357 -2.221414 -0.086 -0.192 0.087
H 2.570622 2.217627 -3.112824 0.212 -0.400 -0.001
H 2.550892 2.098877 -1.358534 0.137 0.119 0.014
C -1.583798 -0.231423 -0.126054 -0.072 -0.210 -0.560
C -0.208568 -0.078753 -0.619724 1.535 -0.078 0.504
N 0.906662 0.007597 -0.936764 -1.651 -0.041 0.346
H -1.771268 -1.225143 0.280746 0.374 -0.136 -0.285
H -2.204208 -0.072943 -1.008134 -0.365 0.163 0.198
H -1.854178 0.431187 0.696106 0.324 0.375 -0.303
C -1.924518 3.364877 -0.154384 0.052 -0.214 -0.896
C -2.922358 3.141487 -1.229064 2.401 0.720 3.184
N -3.683618 3.049387 -2.049784 -2.217 -0.382 -2.379
H -1.647008 4.418617 -0.127964 -0.256 -0.001 0.164
H -1.022598 2.833677 -0.458464 0.073 -0.162 0.142
H -2.253698 3.011427 0.822766 -0.121 0.128 -0.147
C 1.743202 1.513297 2.335216 1.890 -0.389 -0.981
C 0.729362 1.644857 3.283186 -3.220 0.972 2.528
N -0.130828 1.707477 4.060476 1.208 -0.115 -1.056
H 1.349012 1.463767 1.320206 0.107 -0.408 0.071
H 2.233452 0.603777 2.682386 0.290 -0.322 -0.825
H 2.511352 2.286057 2.364996 -0.257 0.247 0.203
```
Forces are in eV/Å.

Its SMILES is CC#N.CC#N.CC#N.CC#N.CC#N.CC#N.CC#N.CC#N.CC#N.CC#N. The calculation puts the HOMO energy at -11.433 eV.


Entry 4:
Below is a 2-piece molecular cluster, C11H14N2O overall, with properties calculated with ωB97M-V/def2-TZVPD.

Geometry as XYZ:
```
28
Properties=species:S:1:pos:R:3:forces:R:3
C 0.345977 0.522652 2.101648 -0.006 1.129 0.081
C 0.898127 0.881930 -0.428337 -0.411 0.665 0.024
C 1.173738 1.077020 0.978390 0.004 -1.099 0.256
C 1.988074 1.397066 -1.136624 0.341 -0.088 -0.751
C 2.396125 1.644326 1.049296 1.253 0.068 -1.035
C -0.271609 0.556712 -1.133355 -0.314 0.487 0.390
C -0.338219 0.758339 -2.492416 0.448 -0.379 0.120
C 0.803441 1.197309 -3.185878 -0.018 -0.218 -0.146
C 1.971982 1.519970 -2.529743 -0.201 -0.061 -0.322
N 2.920318 1.821061 -0.235362 -0.404 0.077 0.608
H -1.171455 0.325375 -0.575822 0.001 -0.244 -0.028
H -1.249267 0.540712 -3.027472 -0.088 0.028 -0.073
H 0.769581 1.260275 -4.267423 -0.020 0.140 0.049
H -0.604215 0.198215 1.699390 -0.303 -0.150 0.168
H 0.174028 1.317095 2.835329 -0.258 -0.140 -0.018
H 3.087662 1.941822 1.812565 -0.347 -0.138 0.734
H 3.896298 1.963931 -0.408630 0.006 0.215 -0.155
H 2.802442 1.889705 -3.122839 0.094 -0.001 0.312
H 0.809514 -0.287974 2.652654 0.197 -0.285 -0.198
C -2.404131 -2.711343 0.009900 -1.326 -0.546 -0.873
C -2.782562 -2.462799 1.450135 2.474 1.502 1.272
O -3.642530 -1.725498 1.882556 -0.398 -0.591 -0.719
N -1.700307 -2.808026 2.274964 -1.058 -0.212 -0.843
H -1.552764 -3.361027 -0.131403 0.138 -0.303 0.253
H -2.119858 -1.768385 -0.451657 -0.131 0.214 0.205
H -1.554504 -2.308724 3.131110 -0.205 -0.328 0.338
H -1.157231 -3.605715 2.010507 0.437 0.118 0.249
H -3.242409 -3.113379 -0.571330 0.097 0.142 0.101
```
Forces are in eV/Å.

Its SMILES is Cc1c[nH]c2ccccc12.CC(N)=O. The calculation puts the HOMO energy at -7.941 eV.


Record order is preserved below.
Electronic energy: -65451.64263 -140252.87292 -36123.09103 -16662.03332 eV
Record order is preserved below.
Molar mass: 512.60 804.40 410.53 190.25 g mol⁻¹